[1]
DFT (wB97M-V/def2-TZVPD) results for a cluster of 2 separate species, C6H7I in total.

```
14
Properties=species:S:1:pos:R:3:lowdin_charge:R:1
C 0.242 -2.644 -0.325 0.015
C -1.814 -1.195 0.292 -0.132
C -0.824 -1.990 -0.006 -0.100
C -1.269 1.336 -0.025 -0.080
C -1.593 0.196 0.171 -0.053
C -0.956 2.739 -0.183 -0.108
I 5.600 0.187 0.013 0.383
H 0.962 -2.940 0.424 0.060
H 0.435 -2.963 -1.340 0.062
H 4.608 -0.486 1.030 -0.385
H -2.781 -1.550 0.616 0.104
H -1.867 3.338 -0.160 0.079
H -0.446 2.907 -1.130 0.077
H -0.297 3.064 0.623 0.078
```

Properties
Energy above the lowest of the compared OMol25 structures with the same formula, charge and spin = 52.5 kcal per mole
Max |F| = 0.91 eV/A
Structure (SMILES) = C=C=CC#CC.I

***

[2]
DFT (wB97M-V/def2-TZVPD) results for an isolated molecule of C12H23N3O3S at a distorted geometry.

```
42
Properties=species:S:1:pos:R:3:lowdin_charge:R:1
O -3.886 -0.537 -1.577 0.038
O 2.385 3.200 -1.317 0.052
O -0.162 0.278 1.690 0.032
S 3.291 -0.907 0.894 0.730
C -3.810 -0.391 -0.368 -0.530
C 2.117 2.989 -0.144 -0.466
C -0.122 0.269 0.447 -0.431
N 2.002 4.030 0.682 0.031
N 0.861 0.824 -0.250 0.134
N -2.604 -0.271 0.233 0.111
C -5.086 -0.423 0.488 0.003
C 1.667 4.007 2.101 -0.059
C 0.495 -3.357 -2.343 -0.085
C 3.312 0.822 0.251 -0.483
C -0.430 -2.668 0.459 -0.058
C 0.104 -1.943 -1.852 -0.236
C 1.986 1.550 0.412 -0.273
C -1.266 -0.364 -0.399 -0.165
C -0.922 -1.835 -0.728 -0.323
H 3.138 -0.541 2.164 -0.139
H 2.143 4.907 0.216 0.143
H 0.896 0.763 -1.248 0.142
H -2.619 -0.227 1.227 0.124
H -5.168 -1.324 1.083 0.075
H -5.107 0.455 1.150 0.080
H -5.964 -0.333 -0.149 0.079
H 1.605 5.006 2.546 0.091
H 0.765 3.405 2.268 0.090
H 2.484 3.479 2.607 0.084
H -0.425 -3.884 -2.613 0.084
H 1.096 -3.898 -1.621 0.067
H 1.152 -3.215 -3.169 0.057
H 4.143 1.364 0.721 0.085
H 3.574 0.789 -0.829 0.091
H -1.079 -2.516 1.330 0.085
H -0.537 -3.703 0.179 0.071
H 0.600 -2.493 0.719 0.054
H 1.055 -1.390 -1.631 0.104
H -0.279 -1.375 -2.688 0.105
H 1.808 1.570 1.476 0.105
H -1.332 0.198 -1.345 0.151
H -1.877 -2.307 -1.070 0.151
```

Properties
Energy above the lowest of the compared OMol25 structures with the same formula, charge and spin = 8.1 kcal per mole
Max |F| = 2.95 eV/A
Structure (SMILES) = CC[C@@H](C)[C@@H](NC(C)=O)C(=O)N[C@@H](CS)C(=O)NC

***

no.,LUMO level (eV),gap between HOMO and LUMO (hartree)
1,0.6107,0.3406
2,0.4900,0.3649